This record from the Open Molecules 2025 dataset describes C3H4S2 as an isolated structure in a non-equilibrium geometry. The level of theory is ωB97M-V/def2-TZVPD.

```
9
Properties=species:S:1:pos:R:3:forces:R:3
C -1.115701 0.254985 0.821138 2.40 2.63 -0.48
C 1.089083 0.094779 -0.811663 -0.31 -2.50 2.32
C -0.127224 0.630949 -0.270127 0.41 1.20 2.52
S -1.343027 1.838829 -0.161235 0.28 -1.32 -0.26
S 2.148200 1.131375 0.282232 -1.61 -0.07 0.30
H -1.668796 -0.584879 0.639671 -1.85 -1.81 -0.83
H -0.939393 0.408831 1.885244 0.48 0.19 -0.39
H 1.127578 -0.996911 -0.476701 0.18 1.36 -0.75
H 1.417359 0.238547 -1.772333 0.02 0.32 -2.42
```
Forces are in eV/Å.

The HOMO energy (spin up / spin down) is -8.10 / -8.10 eV. The charge is 0. The calculation puts the frontier orbital gap (spin up / spin down) at 7.449 / 7.448 eV.



This record from the Open Molecules 2025 dataset describes C29H40BClN6O3Sr as an isolated structure in a non-equilibrium geometry. The level of theory is ωB97M-V/def2-TZVPD.

```
81
Properties=species:S:1:pos:R:3:forces:R:3
Sr 0.119693 0.131897 -0.356865 1.05 1.13 -0.34
C 0.113096 -0.735423 4.580731 -0.03 -0.02 -0.13
C -0.054028 -1.510100 3.269818 0.12 -0.06 0.12
C -0.539828 -2.937498 3.536094 -0.04 0.11 -0.08
C 1.236696 -1.537636 2.505684 0.29 -0.05 -0.15
C 2.470857 -2.071532 2.915460 -0.04 0.07 0.08
C 3.324077 -1.824052 1.864028 -0.07 -0.04 0.07
N 2.634619 -1.196373 0.895526 0.36 -0.28 0.15
N 1.352749 -1.021825 1.280587 0.62 -0.88 1.62
B 3.213783 -0.727187 -0.445580 -0.12 0.11 0.06
N 3.160740 0.819199 -0.519412 0.46 0.12 0.09
C 4.203163 1.641525 -0.718866 -0.04 0.13 0.05
C 3.795554 2.934137 -0.457505 -0.09 0.03 -0.09
C 2.443931 2.810880 -0.096801 0.23 -0.05 -0.05
N 2.079545 1.530983 -0.139597 0.70 0.96 0.17
C 1.498036 3.866658 0.398425 0.11 -0.04 0.13
C 1.505879 3.853759 1.934099 -0.08 0.02 -0.11
C 1.861366 5.248112 -0.139369 -0.05 -0.12 -0.01
N 2.474219 -1.367409 -1.639601 0.52 -0.12 -0.26
C 3.122404 -1.839276 -2.718836 -0.12 -0.06 -0.06
C 2.202722 -2.426098 -3.553481 0.00 0.06 0.03
C 0.972226 -2.274215 -2.891010 0.34 -0.05 -0.14
N 1.147431 -1.613496 -1.743169 0.04 -0.85 -0.62
C -0.312800 -2.895166 -3.357552 -0.11 -0.07 0.16
C -0.183919 -4.423784 -3.282367 -0.04 0.10 -0.12
C -1.533069 -2.435659 -2.577612 0.10 0.02 -0.04
H -0.837109 -0.677835 5.115166 0.01 -0.01 0.02
H 0.464956 0.279694 4.387675 0.01 0.00 0.04
H 0.840227 -1.230509 5.227401 0.00 0.03 0.03
H -0.788582 -1.002007 2.649167 -0.07 0.02 -0.04
H 0.190285 -3.480156 4.139599 -0.02 -0.03 0.00
H -0.675794 -3.474707 2.596515 0.00 -0.03 0.02
H -1.490664 -2.930207 4.072508 0.01 0.00 0.01
H 2.709884 -2.550968 3.849905 0.00 0.00 -0.02
H 4.371149 -2.050087 1.749736 -0.02 0.02 -0.09
H 4.361605 -1.065061 -0.496121 0.07 0.04 -0.07
H 5.163601 1.263291 -1.027864 -0.02 -0.07 0.04
H 4.378721 3.835643 -0.532209 0.03 -0.03 0.00
H 0.494358 3.591034 0.068983 0.00 0.04 -0.04
H 2.521612 4.006589 2.303518 0.00 0.01 0.03
H 1.146593 2.892728 2.305308 0.03 0.01 0.04
H 0.871589 4.646982 2.338457 -0.02 -0.02 -0.01
H 2.820311 5.575108 0.267185 0.02 0.02 -0.02
H 1.110951 5.984856 0.151550 0.00 0.00 0.00
H 1.936131 5.236316 -1.227397 -0.01 0.06 0.00
H 4.190819 -1.738194 -2.812438 -0.01 0.01 0.06
H 2.388068 -2.902816 -4.501358 -0.02 -0.02 0.02
H -0.446176 -2.610883 -4.405628 0.00 -0.02 -0.02
H 0.005867 -4.727615 -2.251453 0.02 -0.03 0.00
H 0.631585 -4.786288 -3.908165 0.03 -0.02 0.05
H -1.107541 -4.898377 -3.619398 0.00 0.00 0.01
H -1.433949 -2.697836 -1.521789 -0.02 0.01 0.00
H -2.430634 -2.915258 -2.970074 -0.02 0.01 0.03
H -1.657398 -1.360494 -2.664229 -0.02 0.04 0.04
Cl -7.136198 -0.025919 -2.570396 -0.05 0.00 -0.02
C -5.445352 0.245226 -2.263085 0.00 -0.03 0.05
C -4.719338 1.107208 -3.106016 0.00 0.00 0.05
C -3.390370 1.331988 -2.889025 0.15 0.01 0.02
C -2.673818 0.706986 -1.819901 -0.43 0.07 -0.12
O -1.425824 0.904711 -1.667939 -1.83 0.68 -1.39
C -3.451031 -0.152020 -0.964349 0.23 0.27 -0.21
C -2.872283 -0.829354 0.149690 -0.17 -0.12 0.21
O -1.690963 -0.803394 0.512263 -2.08 -0.88 0.73
C -4.823880 -0.367099 -1.217252 0.02 -0.01 0.04
H -5.229059 1.589627 -3.930377 0.00 -0.01 0.00
H -2.820013 1.983128 -3.539865 -0.04 0.01 -0.01
H -3.584440 -1.436223 0.739715 0.05 0.00 -0.02
H -5.375034 -1.039724 -0.569944 -0.03 0.03 0.00
C -2.439291 4.033389 2.383781 0.03 -0.05 -0.08
C -2.178805 4.631329 0.987155 0.00 -0.11 0.03
C -2.167049 3.392446 0.097862 -0.09 0.18 0.04
O -1.550590 2.397723 0.905000 0.18 -0.26 -0.03
C -2.106234 2.536281 2.208279 -0.03 0.11 0.07
H -3.481237 4.157461 2.675621 0.01 0.03 0.04
H -1.815397 4.497473 3.145430 -0.02 0.02 0.01
H -1.203742 5.119288 0.954200 -0.01 0.01 -0.02
H -2.938543 5.352052 0.689516 0.01 0.02 -0.01
H -1.591314 3.492672 -0.820351 -0.03 -0.03 0.00
H -3.192492 3.090964 -0.155457 0.05 -0.05 -0.04
H -1.372395 2.169430 2.925596 -0.01 -0.03 -0.01
H -3.014740 1.927750 2.287115 0.04 -0.03 -0.01
```
Forces are in eV/Å.

The HOMO energy is -7.92 eV. The charge is 0. The calculation puts the frontier orbital gap at 7.896 eV.



This record from the Open Molecules 2025 dataset describes a 9-piece molecular cluster, C22H62O9 overall in a non-equilibrium geometry. The level of theory is ωB97M-V/def2-TZVPD.

```
93
Properties=species:S:1:pos:R:3:forces:R:3
C -0.669806 -2.489615 0.868618 0.15 -0.23 -0.38
C -0.165035 -1.209571 0.227340 0.03 0.90 -0.04
C -0.512490 -1.124013 -1.256615 1.17 0.17 -0.75
O -0.714107 -0.069976 0.895795 -0.23 -0.27 0.48
H -1.613039 -2.716106 0.366483 -0.12 -0.39 0.44
H -0.758461 -2.487390 1.953952 -0.28 0.57 -0.02
H 0.046364 -3.297625 0.699395 -0.15 -0.03 -0.45
H 0.925573 -1.149771 0.328455 -0.01 -0.10 -0.06
H -0.066788 -1.997307 -1.745158 -0.56 -0.17 -0.17
H -0.016809 -0.293234 -1.775853 0.35 0.12 0.52
H -1.543927 -0.925940 -1.547866 -0.32 -0.69 0.61
H -0.177766 0.709008 0.668314 -0.19 0.08 -0.27
C 0.378861 3.290048 5.117504 -1.02 0.22 -0.11
C 0.208973 2.613934 3.748731 0.48 0.81 0.65
C -1.177633 2.877189 3.173957 0.45 -0.46 0.62
O 1.265210 3.113874 2.895060 -0.02 -0.54 -0.84
H 1.386170 3.625276 5.346405 0.20 -0.42 -0.08
H -0.021751 2.665245 5.917512 0.20 -0.05 0.02
H -0.256412 4.185238 5.109710 0.12 0.05 0.09
H 0.384692 1.539712 3.818655 0.15 0.06 -0.07
H -1.385263 2.183600 2.361892 -0.17 0.25 -0.19
H -1.273007 3.926784 2.894873 -0.07 -0.03 -0.19
H -1.874469 2.680636 3.991970 -0.23 -0.02 -0.21
H 1.277446 4.075715 2.847930 -0.24 0.00 0.26
C 5.132179 -0.294775 3.047900 0.35 0.45 -0.66
C 4.478947 0.927925 2.403355 -0.42 -0.37 0.56
C 3.782057 0.579775 1.115406 0.20 -0.07 -0.67
O 3.545684 1.463915 3.350772 0.04 -0.18 -0.23
H 4.392615 -1.044767 3.322196 -0.13 0.21 0.31
H 5.749437 0.033414 3.881943 -0.16 -0.28 0.23
H 5.783242 -0.783921 2.317917 0.13 0.12 0.01
H 5.220493 1.705180 2.190982 0.22 -0.11 0.03
H 3.143449 -0.303826 1.187243 -0.21 0.17 0.28
H 4.512951 0.332844 0.338562 0.05 0.13 0.04
H 3.215667 1.444802 0.762385 -0.17 -0.17 -0.12
H 2.854724 1.941760 2.866887 0.17 0.09 0.30
C -0.873542 -3.679393 -5.414688 -0.63 -0.19 -0.10
C -2.237634 -2.964730 -5.453935 0.74 -0.18 0.45
C -2.706535 -2.441199 -4.109988 0.76 -0.24 0.60
O -2.158077 -1.857401 -6.351850 -0.39 0.10 -0.10
H -0.516902 -3.708985 -6.445545 0.32 0.01 0.08
H -1.008706 -4.722009 -5.117229 0.06 0.07 0.19
H -0.140601 -3.205838 -4.765058 0.02 0.16 -0.10
H -2.944806 -3.727239 -5.798463 -0.29 0.35 -0.27
H -2.790483 -3.286033 -3.420377 -0.61 -0.07 -0.16
H -3.607735 -1.836045 -4.164628 -0.20 -0.27 -0.06
H -1.950692 -1.852826 -3.580515 0.17 0.29 -0.58
H -1.932852 -2.198291 -7.223875 0.02 0.07 -0.01
C -4.519736 -0.908516 0.273111 -0.86 -1.48 -0.15
C -4.167868 -1.447125 1.649349 0.55 0.62 -0.07
O -3.184058 -0.636925 2.298540 -0.42 -0.13 0.10
H -5.312667 -1.591711 -0.067541 -0.05 0.26 -0.19
H -3.734684 -1.044341 -0.470001 0.28 0.38 0.18
H -4.949015 0.088729 0.270231 0.30 0.17 0.14
H -3.807696 -2.481057 1.615472 -0.03 -0.01 -0.28
H -5.058314 -1.459038 2.279205 0.08 0.18 0.11
H -2.458212 -0.441886 1.686031 0.22 0.02 0.05
C -0.199251 1.699295 -4.457669 1.75 0.17 0.58
C -0.124944 1.352174 -5.942347 -0.32 0.32 0.51
O 0.089944 -0.045454 -6.106854 -0.78 0.49 -0.21
H 0.768458 1.392230 -4.034112 -0.12 -0.29 0.02
H -0.942872 1.184861 -3.851239 -0.37 0.04 -0.40
H -0.169229 2.768033 -4.220515 -0.61 0.06 -0.38
H 0.703627 1.880327 -6.418507 0.05 -0.04 0.14
H -1.038715 1.713713 -6.430845 0.02 -0.34 -0.21
H -0.807029 -0.422084 -6.111620 0.40 -0.50 0.02
C 3.197970 -1.351471 -2.199737 0.00 0.69 -1.07
C 4.719917 -1.498065 -2.261052 -0.36 -0.43 1.73
O 5.025099 -2.724591 -2.895704 -0.20 -0.21 -0.32
H 2.662200 -2.299085 -2.195533 0.33 -0.19 -0.33
H 2.977221 -0.768843 -3.099272 -0.80 -0.32 0.05
H 2.775445 -0.809928 -1.352501 0.58 0.26 0.13
H 5.046392 -1.518427 -1.210774 0.46 -0.04 -0.16
H 5.203065 -0.652737 -2.751105 -0.11 0.08 -0.11
H 5.973614 -2.857988 -2.957727 0.06 0.18 0.08
C -1.138059 3.597398 -0.579573 1.30 0.86 0.67
C 0.391781 3.389331 -0.534008 -0.83 -0.97 -0.73
O 0.699501 2.231157 0.246867 0.42 0.11 0.63
H -1.588983 2.617020 -0.469243 -0.40 0.09 -0.31
H -1.410713 4.165612 -1.467899 -0.23 -0.37 -0.17
H -1.388224 4.242102 0.266227 -0.40 -0.27 0.10
H 0.924590 4.290843 -0.231214 0.13 -0.11 0.22
H 0.726745 3.098214 -1.531818 0.13 0.30 -0.04
H 0.868278 2.445456 1.186891 0.01 0.41 -0.32
C -1.525015 -0.297013 6.026638 0.40 0.14 0.79
C -2.400779 -1.437388 5.506422 0.63 1.47 -0.12
O -3.616324 -0.870878 5.024018 0.13 -0.79 -0.12
H -0.504823 -0.603083 6.292683 -0.12 -0.23 -0.18
H -1.942206 0.100838 6.956027 -0.15 0.10 -0.13
H -1.433284 0.533992 5.326992 -0.18 -0.14 -0.21
H -2.569174 -2.114167 6.343317 -0.28 -0.30 -0.26
H -1.829614 -1.909060 4.701757 -0.33 -0.42 0.01
H -3.521742 -0.848525 4.052200 -0.01 0.29 0.32
```
Forces are in eV/Å.

The HOMO energy is -9.44 eV. The charge is 0. The calculation puts the frontier orbital gap at 9.914 eV. The SMILES is CC(C)O.CC(C)O.CC(C)O.CC(C)O.CCO.CCO.CCO.CCO.CCO.



This record from the Open Molecules 2025 dataset describes H22KrO11 as an isolated structure in a non-equilibrium geometry. The level of theory is ωB97M-V/def2-TZVPD.

```
34
Properties=species:S:1:pos:R:3:forces:R:3
Kr 0.441573 0.328901 0.535172 0.03 0.01 -0.24
O -2.806482 0.786852 1.240233 0.25 0.24 0.82
H -2.908813 0.726211 0.290454 -0.13 -0.16 -0.83
H -3.698083 0.721585 1.582317 -0.30 -0.02 0.02
O -1.493748 -2.145879 -2.290482 -0.40 -0.09 0.25
H -1.396523 -2.953538 -1.786049 -0.08 -0.26 0.22
H -0.596520 -1.852632 -2.449293 0.47 0.28 -0.50
O 2.302287 2.927471 -1.299556 0.02 -0.26 -0.41
H 3.113317 3.369123 -1.047740 0.18 0.27 0.15
H 1.813624 2.838181 -0.481345 -0.11 0.15 0.52
O -3.250650 -0.190574 -1.383770 -0.41 0.66 0.52
H -3.574599 -0.400893 -2.259588 0.02 -0.01 -0.16
H -2.535682 -0.809909 -1.237202 0.42 -0.57 -0.32
O 1.503330 -3.027512 -0.421156 0.27 -0.09 -0.18
H 1.414576 -3.252490 -1.347296 -0.08 -0.10 -0.32
H 2.215319 -2.388208 -0.396654 0.23 0.19 -0.01
O -0.042650 -2.668468 1.735567 -0.31 -0.09 0.46
H 0.588412 -2.755951 1.021184 0.04 -0.24 -0.35
H 0.037755 -1.756978 2.016544 -0.22 0.02 0.39
O 2.926486 0.366919 -2.013308 0.04 -1.02 -0.37
H 2.816616 1.196718 -1.548997 -0.35 0.99 0.05
H 3.471105 -0.163333 -1.431544 0.20 -0.19 0.01
O 2.004719 3.030781 1.814956 0.50 0.21 -0.39
H 2.354000 2.557730 2.570230 0.11 -0.11 0.14
H 1.085507 2.767452 1.770961 -0.76 0.00 0.29
O 0.909351 -1.246914 -3.653722 -0.22 -0.37 0.15
H 1.141321 -1.050037 -4.561280 -0.06 -0.03 -0.22
H 1.417008 -0.622516 -3.135406 0.52 0.49 0.40
O -1.550846 -0.680045 3.531264 0.32 0.07 0.33
H -1.864274 -0.294869 2.712949 -0.18 0.17 -0.56
H -2.323086 -0.704422 4.096299 -0.11 -0.13 0.18
O -0.883005 2.612979 2.402607 0.47 0.44 0.10
H -0.966168 2.560670 3.354757 0.07 -0.01 0.26
H -1.665181 2.173592 2.068892 -0.42 -0.42 -0.43
```
Forces are in eV/Å.

The HOMO energy is -10.38 eV. The charge is 0. The calculation puts the frontier orbital gap at 10.533 eV.



Here are the calculated DFT total energy numbers, same order: -24843.0222, -59845.2982, -42245.4487, -97810.2844 (eV).
Here are the calculated energy relative to the best compared isomer or geometry (same formula, charge and spin) numbers, same order: 252.7, 65.9, 80.3, 12.5 (kJ/mol).